Record 1
DFT (ωB97M-V/def2-TZVPD) results for C5H14N2O in the gas phase in a non-equilibrium geometry.

The geometry in ORCA input format:
```
! wB97M-V def2-TZVPD RIJCOSX def2/J DEFGRID3
* xyz 0 1
H 2.42382 0.73577 -0.53413
O -0.22637 2.75208 -1.12427
C -1.29007 -1.35556 0.29946
H -1.03196 3.02523 -1.56309
H 1.52245 1.70268 -1.46991
C -0.49206 -0.55245 -0.75071
H -1.17921 -0.08642 -1.45437
H 0.76366 0.28282 0.79912
H -1.83401 -2.10146 -0.26083
C 0.40314 0.58246 -0.19251
N 0.90498 -2.30265 1.18792
H -2.02985 -0.65219 0.69149
H -0.02418 2.44928 0.85219
H -1.45386 1.59841 0.10199
H 0.94031 -3.30087 1.05545
C -0.45856 -1.84958 1.48364
H 1.27107 -1.86203 0.35118
C -0.40494 1.87598 -0.00408
H 0.11860 -1.21890 -1.34202
H -0.39757 -0.99534 2.16803
H -0.96196 -2.61642 2.06385
N 1.56409 0.76881 -1.07119
*
```

Computed properties:
highest occupied orbital energy	-9.0	eV
energy above the lowest of the compared OMol25 structures with the same formula, charge and spin	1.890	eV
structure (SMILES)	NCCC[C@@H](N)CO


Record 2
DFT (ωB97M-V/def2-TZVPD) results for a molecular structure, C36H29Cl5Ge2Rh.

The geometry in ORCA input format:
```
! wB97M-V def2-TZVPD RIJCOSX def2/J DEFGRID3
* xyz 0 2
Cl 6.06212 -1.03297 -0.70169
Ge 0.29800 1.15022 1.15470
C -1.12280 1.94596 -3.30833
H -4.63308 0.76361 -1.04385
C 0.03393 0.51165 -1.75937
C -0.92339 2.57104 -0.99767
C -0.00656 -1.62095 0.64373
H -2.33877 -0.06957 -0.72891
C 2.70712 4.29359 2.69594
H 0.76708 3.48906 3.07485
C 0.37874 -4.18249 -1.92558
H -0.49335 0.46920 4.81482
C 1.74577 2.43576 1.47655
C 1.04637 -5.01959 -2.80142
Cl 3.01267 -1.61408 -0.88923
H -5.70475 -2.92051 -2.94350
C -2.70587 -1.96631 -1.66111
H -1.80973 -2.77789 -4.09668
C 3.68502 -1.03684 0.58659
C -1.34330 -2.45747 -1.44159
H -3.55653 -0.09486 3.31470
C 3.48693 -0.46150 2.86586
H -1.85608 1.51178 5.23071
H 4.68256 4.89255 2.11488
C 5.63495 -0.37634 1.87597
C -0.41005 0.78473 -3.04583
H -0.62400 -4.27066 -5.64606
H -2.08126 3.92797 2.61366
Cl 7.32172 -0.06949 1.97610
H -1.11889 3.29016 -0.20889
H 1.85408 -5.64153 -2.43714
H 0.55851 -0.41160 -1.56544
H -2.28229 -1.08366 2.58162
C 2.90819 2.37835 0.70480
H 4.85714 3.18542 0.32991
C 5.06079 -0.80104 0.67548
H -1.48043 2.15082 -4.30932
C -1.02313 -3.42144 -3.72527
C -0.99063 1.40976 4.57359
H -6.33033 -0.65687 -2.16104
H -0.29999 2.22130 4.78854
Cl 2.36111 -0.30935 4.20570
H -0.20783 0.07961 -3.84266
H -3.41639 -3.75357 -2.62307
H 2.99621 1.64150 -0.08837
C 3.86200 4.21010 1.93428
Rh 0.95657 -0.92632 2.11982
Cl 5.48769 0.27773 4.51559
H 2.61943 5.04693 3.46881
C -0.22675 1.39471 -0.71555
C -4.96746 -2.28891 -2.46442
C 2.86791 -0.82884 1.68815
H -1.92155 3.75806 -2.47863
C -5.32140 -1.02205 -2.01946
C 3.96063 3.25106 0.93367
C -1.37418 2.84468 -2.28188
H -3.32143 -0.10788 1.55638
C 4.83657 -0.21282 3.00715
H 0.66522 -4.14193 -0.88232
Ge -1.60497 1.40355 2.70526
C -3.08144 -0.69644 -1.20595
H -3.53880 3.00654 3.01742
H -2.98215 3.08501 1.34165
C -0.34803 -4.25678 -4.59929
C -2.65395 3.03036 2.37883
C -3.67553 -2.75671 -2.29096
C -0.67679 -3.37423 -2.36813
H 1.21030 -5.71712 -4.82715
C -2.81017 -0.13155 2.51872
C -4.37075 -0.22913 -1.38890
C -0.63593 -2.01512 -0.33769
C 1.65997 3.40747 2.47035
C 0.68545 -5.06385 -4.14239
*
```

Computed properties:
highest occupied orbital energy (alpha / beta)	-6.6 / -8.5	eV
energy above the lowest of the compared OMol25 structures with the same formula, charge and spin	0.000	eV


Record 3
DFT (ωB97M-V/def2-TZVPD) results for H2O3S2 in the gas phase in a non-equilibrium geometry.

The geometry in ORCA input format:
```
! wB97M-V def2-TZVPD RIJCOSX def2/J DEFGRID3
* xyz 0 1
H -0.74900 -0.03763 1.02518
O -1.41735 -1.33991 -0.77480
S -3.53119 0.39494 0.19128
S -1.71464 -0.12879 -0.08399
O -0.28082 1.03822 -0.85609
O 0.87096 0.71154 -0.14526
H 1.23064 -0.05062 -0.61818
*
```

Computed properties:
highest occupied orbital energy	-10.4	eV
energy above the lowest of the compared OMol25 structures with the same formula, charge and spin	4.135	eV
structure (SMILES)	O=[S@H](=S)OO


Record 4
DFT (ωB97M-V/def2-TZVPD) results for 3 unconnected molecules or ions with the total composition C4H14N2O in a non-equilibrium geometry.

The geometry in ORCA input format:
```
! wB97M-V def2-TZVPD RIJCOSX def2/J DEFGRID3
* xyz 0 1
H -1.44300 -2.10968 -0.22428
C -1.62291 1.25116 0.24186
C -1.97890 -1.16252 -0.23396
H 0.62977 0.00318 -2.04378
O 0.95790 -0.94554 1.50166
H -2.45189 1.27735 0.95155
C 1.33742 -0.44141 -1.32467
C 1.74835 -0.30857 0.73877
N -1.05049 -0.10014 0.17702
H -2.82147 -1.21538 0.45700
N 1.75660 1.12091 0.92050
H -0.46170 -0.39371 1.06099
H -0.16770 -0.10654 -0.48618
H 2.71259 -0.77281 0.49640
H -2.35064 -0.96635 -1.24101
H -0.83537 1.93155 0.55829
H -1.98417 1.54946 -0.74442
H 1.39155 -1.52255 -1.47618
H 2.48172 1.58091 0.38363
H 1.85680 1.33794 1.90661
H 2.29552 -0.00725 -1.61982
*
```

Computed properties:
highest occupied orbital energy	-7.3	eV
energy above the lowest of the compared OMol25 structures with the same formula, charge and spin	3.562	eV


Record 5
DFT (ωB97M-V/def2-TZVPD) results for a molecular structure, C25H28AuBrIN4O2S.

The geometry in ORCA input format:
```
! wB97M-V def2-TZVPD RIJCOSX def2/J DEFGRID3
* xyz 1 1
H -5.41661 4.03613 -2.80076
H -3.18750 -0.93213 2.20330
H 1.01844 4.49435 1.06193
S -1.13895 -0.78985 0.46541
C -2.94983 -3.01532 2.72982
C -4.44923 3.61222 -2.57128
C -2.97929 1.73022 -2.49179
N 3.73680 1.03939 0.81907
C -4.22697 2.25912 -2.77445
H 1.29129 -0.41180 1.49621
C 1.79757 -2.00724 4.08267
C 1.26639 -1.96811 -3.98800
C -0.55195 -0.86724 2.06355
I -2.69050 -0.30502 -2.92311
N -1.34105 -1.16575 3.10121
H -2.53548 -3.62128 3.53683
O 1.74811 0.36296 -2.04548
H 2.36816 -3.33704 -5.22404
H 3.47665 2.43321 2.31651
C 1.15635 3.61364 1.70083
H -3.22141 -1.23868 3.93641
H -1.36674 4.51512 -1.51656
C 2.05480 0.94351 -0.88213
H -0.52089 3.83396 2.69293
C -1.94245 2.50593 -1.98248
H 1.70955 -1.08894 -4.43683
C 1.39431 -0.61632 3.61109
H -0.88362 -2.88831 -1.51425
H -0.90617 -1.28845 4.00123
C 0.33998 -1.86262 -2.96479
H 0.93783 -2.67398 4.16602
H 2.27875 -1.95201 5.05898
H -0.40242 3.25462 -0.14059
H 1.79898 3.91110 2.53272
H 0.74873 -0.11518 4.33776
C 3.04223 2.02968 1.40866
C -0.20038 -2.98118 -2.34933
H -2.46404 -3.29881 1.79653
O -0.10211 3.13603 2.17722
C -2.75088 -1.53312 2.99797
C 4.05920 -0.57383 -0.96351
Au -0.16993 -0.02255 -2.35213
C 0.18794 -4.24167 -2.78958
Br 1.62077 -6.06656 -4.41906
C 1.10162 -4.35466 -3.82496
H 4.93117 -0.81070 -0.36034
N 0.73859 -0.61174 2.31270
H 2.49864 -2.45794 3.38069
C -2.17701 3.87065 -1.82998
H -3.57003 5.47890 -1.98781
C 1.84610 2.51358 0.94219
H -5.01692 1.63223 -3.16513
C 3.27813 0.51488 -0.29705
C -3.41711 4.41581 -2.11151
H 4.37794 -0.26829 -1.96081
C 0.01343 2.41906 -0.69308
H -4.01277 -3.24342 2.64922
C 1.30907 1.93801 -0.23875
H 3.44153 -1.46506 -1.09132
N -0.68340 1.92335 -1.65393
C 1.64690 -3.23134 -4.42556
H 2.27480 0.01805 3.51290
H -0.21510 -5.12954 -2.32211
*
```

Computed properties:
highest occupied orbital energy	-10.9	eV
energy above the lowest of the compared OMol25 structures with the same formula, charge and spin	2.135	eV


Record 6
DFT (ωB97M-V/def2-TZVPD) results for C5H6O2 in the gas phase.

The geometry in ORCA input format:
```
! wB97M-V def2-TZVPD RIJCOSX def2/J DEFGRID3
* xyz 0 1
C 0.04003 -0.26128 0.49466
O -0.24657 -1.50544 0.98478
C 0.86746 -0.20158 -0.77324
H 1.09997 0.83531 -1.02626
H 1.79750 -0.76586 -0.63087
O 0.05507 -2.07816 -1.99907
H 0.00672 -2.16982 0.33325
C -0.81413 1.84757 1.78312
H -0.22985 2.27553 2.59602
H -0.49475 -0.22140 -2.56327
C 0.09070 -0.87318 -1.88462
H -1.77553 2.31078 1.56946
C -0.39662 0.80752 1.11602
*
```

Computed properties:
highest occupied orbital energy	-8.9	eV
energy above the lowest of the compared OMol25 structures with the same formula, charge and spin	2.216	eV
structure (SMILES)	C=C=C(O)CC=O


| no. | E (a.u.) |
| --- | --- |
| 1 | -383.63125 |
| 2 | -7954.48383 |
| 3 | -1023.09714 |
| 4 | -345.44528 |
| 5 | -4744.30556 |
| 6 | -344.52049 |